(1)
The following is a DFT calculation (ωB97M-V with the def2-TZVPD basis set) of 2 unconnected molecules or ions with the total composition C5H11O2.

## Properties
HOMO energy (eV): -3.835
Energy relative to the best compared isomer or geometry (same formula, charge and spin) (eV): 0.274
Molar mass (g/mol): 103.14

The geometry in ORCA input format:
```
! wB97M-V def2-TZVPD RIJCOSX def2/J DEFGRID3
* xyz -1 1
C -0.994 -0.565 -0.074
C -1.078 -0.906 -1.584
C -1.762 0.744 0.218
O -1.156 1.571 0.938
O -2.901 0.846 -0.289
H -1.492 -1.397 0.439
H 0.041 -0.415 0.224
H -2.132 -1.004 -1.828
H -0.513 -1.795 -1.869
H -0.612 -0.100 -2.146
C 3.573 -1.280 0.514
C 3.018 0.139 0.386
H 4.655 -1.289 0.386
H 3.378 -1.667 1.508
H 3.146 -1.938 -0.239
H 1.949 0.103 0.215
H 3.225 0.683 1.302
H 3.493 0.714 -0.405
*
```



(2)
The following is a DFT calculation (ωB97M-V with the def2-TZVPD basis set) of 10 unconnected molecules or ions with the total composition C5H33N2O9.

## Properties
HOMO energy (eV): -13.275
Energy relative to the best compared isomer or geometry (same formula, charge and spin) (eV): 1.558
Molar mass (g/mol): 265.32

The geometry in ORCA input format:
```
! wB97M-V def2-TZVPD RIJCOSX def2/J DEFGRID3
* xyz 1 1
N 0.297 -1.123 0.250
C 0.088 -0.487 -1.080
C 1.411 0.034 -1.628
C 2.232 -0.943 -2.449
C 1.178 1.305 -2.446
C -0.697 -1.395 -2.014
N -0.172 -2.786 -1.852
H -0.591 -1.469 0.640
H 0.845 -0.534 0.901
H 0.801 -2.010 0.161
H -0.572 0.312 -0.764
H 2.111 0.268 -0.815
H 3.267 -0.625 -2.512
H 1.838 -1.148 -3.449
H 2.337 -1.953 -2.040
H 2.049 1.735 -2.923
H 0.763 2.114 -1.842
H 0.450 1.080 -3.230
H -0.678 -1.081 -3.052
H -1.760 -1.385 -1.766
H -0.936 -3.386 -1.565
H 0.096 -3.158 -2.758
H 1.820 0.991 2.615
H 2.908 0.209 1.813
O 2.111 0.117 2.347
H -0.557 -0.704 3.897
H 0.855 -1.235 4.347
O 0.164 -1.310 3.682
H 3.318 3.106 -0.143
H 3.060 1.901 -1.011
O 3.639 2.667 -0.938
H -0.232 1.604 1.844
H 0.329 2.920 1.194
O 0.356 1.956 1.159
H -2.005 2.091 3.327
H -2.555 0.639 3.068
O -2.059 1.197 3.677
H -0.652 -3.715 2.025
H -0.806 -2.419 2.691
O -1.023 -2.842 1.829
H -0.870 2.795 -0.642
H -1.152 3.874 -1.717
O -1.494 3.487 -0.904
H -2.859 1.908 -0.555
H -3.776 0.809 -1.018
O -2.935 0.943 -0.564
H -3.338 -2.259 1.486
H -3.450 -0.750 1.013
O -3.153 -1.344 1.713
*
```